# 1
The following is a quantum chemistry calculation of a molecular structure, C21H36P2Pd at a distorted geometry, from the OMol25 dataset.

Calculated values
E_tot   -1631.5391 Eh
Energy relative to the best compared isomer or geometry (same formula, charge and spin)   0.0 kJ/mol
HOMO level (spin up / spin down)   -0.4008 / -0.4934 Eh
Spin multiplicity   5
Strongest force on any atom   2.33 eV/A
Net charge   +2
Kohn-Sham gap (spin up / spin down)   5.87 / 5.97 eV

Positions of all 60 atoms, in Å:
P -0.18233 -2.31294 -2.27578
P 0.21291 1.77413 -2.06888
C -0.47392 -0.85577 -3.37454
C 0.42608 0.42267 -3.33880
H -1.54192 -0.58359 -3.31226
H -0.34145 -1.28930 -4.38218
H 1.49607 0.14861 -3.37733
H 0.22938 0.95359 -4.28546
C -1.40419 2.49519 -2.41237
H -1.67117 3.20113 -1.61673
H -2.19303 1.73292 -2.49105
H -1.34516 3.04221 -3.36427
C 1.48412 2.96624 -2.56971
H 1.19609 3.42554 -3.52383
H 2.45247 2.46022 -2.68734
H 1.57416 3.75131 -1.80665
C -1.38317 -3.53752 -2.84747
H -1.42946 -4.37565 -2.13676
H -1.06048 -3.91374 -3.82656
H -2.37551 -3.07827 -2.93925
C 1.46492 -2.93459 -2.68249
H 2.18996 -2.12314 -2.83314
H 1.38490 -3.51369 -3.61183
H 1.83052 -3.59874 -1.88739
Pd -0.09074 -0.32775 2.23914
C 0.45885 1.57924 -0.29764
C -0.73585 0.88919 0.41827
C -1.55420 -0.02502 -0.42705
C -1.66449 -1.49374 -0.00250
C -0.39299 -2.24607 -0.49654
C 0.81373 -1.60649 0.18585
C 1.63570 -0.61836 -0.51516
C 1.75380 0.81294 0.05991
C 0.19696 -2.01042 3.28006
H 0.51951 2.60924 0.09913
H -1.36104 1.62933 0.94407
H -1.07753 -0.03683 -1.41569
H -2.55618 0.41278 -0.59281
H -1.71854 -1.57284 1.10320
H -2.57918 -1.93359 -0.41730
H -0.46984 -3.29772 -0.17796
H 1.33446 -2.27406 0.88799
H 1.15551 -0.49979 -1.49538
H 2.64396 -1.02724 -0.70773
H 1.87422 0.78295 1.15602
H 2.63630 1.30987 -0.35713
H 1.06964 -1.79462 3.91837
H 0.35873 -2.87436 2.62490
H -0.71001 -2.11284 3.89844
C -0.23022 2.64559 6.01491
C -1.39709 2.03341 5.55367
C -1.35416 1.20216 4.41481
C -0.13179 1.01246 3.79177
C 1.03943 1.60886 4.21354
C 0.98387 2.44242 5.35274
H -0.26660 3.28306 6.90048
H -2.34471 2.18954 6.06894
H -2.24449 0.70329 4.02976
H 1.97290 1.42383 3.68361
H 1.89223 2.92477 5.71535

# 2
The following is a quantum chemistry calculation of a molecular structure, C21H36P2PtSe at a distorted geometry, from the OMol25 dataset.

Calculated values
E_tot   -4024.9092 Eh
Energy relative to the best compared isomer or geometry (same formula, charge and spin)   272.8 kJ/mol
HOMO level (spin up / spin down)   -0.2417 / -0.2773 Eh
Spin multiplicity   3
Strongest force on any atom   4.94 eV/A
Kohn-Sham gap (spin up / spin down)   7.16 / 5.45 eV

Positions of all 61 atoms, in Å:
P 0.36714 -0.42220 -4.83235
P 1.46380 2.62662 -3.42759
C 0.48354 1.26536 -5.65232
C 1.80806 1.62258 -4.97829
H -0.47218 1.72756 -5.30881
H 0.45149 1.23932 -6.75973
H 2.20531 0.67110 -4.50041
H 2.63187 1.97298 -5.60602
C -0.21690 3.40125 -3.63294
H -0.48269 3.98226 -2.73670
H -0.99234 2.65505 -3.83226
H -0.22108 4.09609 -4.48364
C 2.64093 4.01929 -3.71360
H 2.10229 4.74340 -4.34044
H 3.53213 3.66749 -4.24504
H 2.92300 4.49902 -2.76804
C -0.83087 -1.00360 -6.22591
H -0.90101 -2.09596 -6.14216
H -0.39036 -0.75431 -7.20678
H -1.84376 -0.58663 -6.17982
C 1.61860 -1.39471 -5.82947
H 2.59313 -1.44910 -5.34440
H 1.76902 -1.00283 -6.84293
H 1.27043 -2.42770 -5.94751
Pt 1.79201 1.25916 -1.95683
C -2.76596 -0.96774 -2.85192
C -3.14159 -1.26681 -4.12548
C -3.42879 -2.66218 -4.61142
C -2.53262 -3.68090 -3.83219
C -1.09896 -3.77355 -4.23281
C -0.13514 -2.96876 -3.73366
C -0.18892 -2.09465 -2.51806
C -1.51056 -1.32266 -2.05264
C 2.16892 0.16737 -0.05799
H -3.25653 -0.17857 -2.21093
H -3.31907 -0.40529 -4.75808
H -3.34694 -2.78502 -5.71143
H -4.45917 -2.97332 -4.33746
H -2.54162 -3.34796 -2.78185
H -2.96144 -4.69768 -3.89353
H -0.80989 -4.62819 -4.86736
H 0.90647 -3.07779 -4.07398
H 0.66786 -1.35887 -2.46545
H 0.02012 -2.74258 -1.64952
H -1.89945 -1.86794 -1.15680
H -1.10089 -0.35220 -1.64968
H 2.83592 0.59498 0.69386
H 2.58675 -0.78274 -0.39744
H 1.17199 0.05266 0.37975
Se 1.15900 2.79750 0.00217
C 0.51117 2.08326 1.68308
C -0.83772 1.67668 1.85331
C -1.14339 0.80676 2.90056
C -0.17209 0.46004 3.85449
C 1.06161 1.13815 3.84727
C 1.36501 2.02876 2.82048
H -1.60721 2.01803 1.16010
H -2.13822 0.37267 2.96961
H -0.36313 -0.34335 4.57200
H 1.82815 0.90852 4.59522
H 2.31209 2.57860 2.81056

# 3
The following is a quantum chemistry calculation of a molecular structure, C21H36P2SeV at a distorted geometry, from the OMol25 dataset.

Calculated values
E_tot   -4849.7397 Eh
Energy relative to the best compared isomer or geometry (same formula, charge and spin)   0.0 kJ/mol
HOMO level (spin up / spin down)   -0.2589 / -0.2680 Eh
Spin multiplicity   4
Strongest force on any atom   2.97 eV/A
Kohn-Sham gap (spin up / spin down)   7.30 / 7.34 eV

Positions of all 61 atoms, in Å:
P -0.90140 -1.69279 -3.13039
P 2.18157 -1.74802 -2.33235
C 0.35636 -2.16016 -4.42434
C 1.59056 -2.77048 -3.78851
H 0.60456 -1.24051 -4.97415
H -0.14127 -2.87964 -5.09969
H 1.38221 -3.77976 -3.40478
H 2.42427 -2.81224 -4.51342
C 3.14124 -0.53764 -3.36224
H 3.76200 0.08939 -2.70905
H 2.44506 0.11947 -3.90400
H 3.77809 -1.08200 -4.08529
C 3.50529 -2.95614 -1.92404
H 4.14329 -3.12383 -2.81083
H 3.01278 -3.89645 -1.63396
H 4.09782 -2.58925 -1.07597
C -2.05986 -0.93776 -4.32226
H -2.96469 -0.60886 -3.79451
H -2.29462 -1.67628 -5.10982
H -1.55543 -0.06087 -4.75454
C -1.61631 -3.38543 -2.92085
H -0.89123 -4.03980 -2.41360
H -1.86308 -3.79811 -3.91922
H -2.51770 -3.33106 -2.29607
V -0.27087 0.92727 1.72011
C 1.43673 -0.44464 1.14104
C 1.45512 0.75445 0.39235
C 0.84911 1.09431 -0.92721
C -0.55897 1.74231 -0.94690
C -1.58300 1.03577 -0.14910
C -1.56313 -0.28862 0.32096
C -0.61956 -1.38736 0.01400
C 0.54540 -1.61882 0.99139
C -2.19689 1.37723 2.55859
H 2.27338 -0.59059 1.84099
H 2.17963 1.50388 0.77000
H 0.88024 0.25190 -1.64262
H 1.52999 1.82695 -1.39958
H -0.47623 2.79698 -0.61798
H -0.87824 1.81184 -2.00771
H -2.49238 1.60398 0.02281
H -2.48071 -0.58587 0.83217
H -0.18595 -1.30938 -1.00717
H -1.20389 -2.33269 0.00161
H 0.15712 -1.97257 1.96858
H 1.14656 -2.47274 0.62429
H -2.33048 0.92162 3.54991
H -3.07307 1.22579 1.90087
H -1.96617 2.45741 2.64832
Se 0.63590 1.42800 3.80951
C -0.23958 2.70529 4.99946
C -0.23229 4.09538 4.74347
C -0.90599 4.96262 5.60727
C -1.57797 4.47852 6.73208
C -1.53590 3.11086 7.02420
C -0.85517 2.22872 6.16796
H 0.32152 4.47200 3.88557
H -0.89479 6.04264 5.40746
H -2.10537 5.15877 7.39823
H -2.01484 2.71696 7.91967
H -0.78877 1.17005 6.40927

Among the records above, which one has the lowest strongest force on any atom?
C21H36P2Pd